Computed, not measured: one molecule with the formula C25H35N5O4, with the ωB97M-V functional and the def2-TZVPD basis.

The geometry in XYZ format:
```
69
Properties=species:S:1:pos:R:3
N -3.15321 1.81799 -0.29319
C 3.47830 1.47095 1.23403
H 3.50034 -2.04728 -2.68619
H 6.03875 -1.69537 0.02919
H 4.26281 2.72921 -1.20308
C -5.66542 -2.63583 0.90216
C 3.96040 -3.44662 0.44556
H -3.56896 -0.17602 -2.89246
N -4.99875 0.66764 -1.61955
H 6.61873 2.83550 1.64849
C -3.19391 1.29939 0.95065
H 2.90938 -3.63463 0.64874
C -5.40652 1.99410 -1.19011
H 5.63255 3.57328 -0.49110
H -3.92712 1.53099 -3.13975
C -4.17711 2.77403 -0.65250
H -3.76264 3.44492 -1.40760
H 1.47219 -0.50666 1.19913
H -1.89974 1.84303 -1.94923
C -5.19525 -0.42039 -0.77597
C -4.29906 -1.49418 -0.71605
C -2.24232 0.21778 1.29028
H 5.38787 1.18317 0.28576
H -4.44296 3.34607 0.23605
H -6.15139 1.91673 -0.40308
C -3.76962 0.76301 -2.37755
C -6.36006 -0.51995 -0.00405
H 4.00228 3.89193 0.10493
C 4.83274 2.00371 0.75392
H -2.02939 0.28766 -1.12644
N -2.68564 -0.81192 2.07031
C 4.10082 -2.37574 -0.63612
C 2.56805 0.94749 0.11020
H 3.64474 0.65198 1.93874
H 2.34528 -2.98680 -1.73139
H -7.48643 -1.63472 1.41449
C 3.32893 -0.07682 -0.73537
H 3.85063 -3.73351 -2.28635
H -1.69151 -2.50616 2.91236
C -0.88246 0.00377 1.14462
O 3.42540 -1.21998 -0.07309
H -3.39820 -1.50141 -1.30773
C -2.59213 1.16116 -1.44891
C -6.58169 -1.59973 0.82525
O -0.10978 1.84805 -0.15277
H 2.94119 2.26449 1.75800
H 4.43538 -3.11388 1.36476
H 5.75225 1.71271 2.69673
C -4.53413 -2.57856 0.10857
C 0.13958 0.83590 0.47917
H 6.09157 -2.94191 -1.22441
C 5.57178 -2.04941 -0.88776
H 4.42991 -4.36958 0.11886
O 3.77222 0.15593 -1.82942
N -0.53296 -1.14430 1.80084
H -3.81205 -3.38275 0.13464
O -3.97537 1.68800 1.80786
H 2.24013 1.76617 -0.53712
C 5.63113 2.50195 1.95775
H -7.11623 0.24713 -0.05825
H -5.83888 -3.47773 1.55509
H 5.11934 3.33799 2.42939
H 5.66362 -1.28031 -1.64990
C -1.62742 -1.60609 2.33437
H -3.64290 -0.91940 2.36938
N 1.38219 0.34587 0.66411
C 4.66802 3.11983 -0.27418
C 3.40238 -2.81344 -1.92204
H -5.84962 2.52159 -2.04167
```

The SMILES is CC(C)C[C@H](NC(=O)c1nc[nH]c1C(=O)N1CCN(c2ccccc2)CC1)C(=O)OC(C)(C)C. For the total energy, the calculation gives -42135.9317 eV. The calculation puts the energy above the lowest of the compared OMol25 structures with the same formula, charge and spin at 31.8 kcal/mol. As for the LUMO energy: 0.02289 Ha. The frontier orbital gap comes out at 8.5 eV. As for the HOMO energy: -7.9 eV.

Here are the Löwdin charges for atoms 1 to 2, given in e:
1. N -0.035
2. C -0.113

=====

Computed, not measured: C25H36AlBr30O2 as an isolated structure, with the ωB97M-V functional and the def2-TZVPD basis.

The geometry in XYZ format:
```
94
Properties=species:S:1:pos:R:3
H 5.05584 -5.05109 4.38143
H 1.94839 -3.24608 3.25768
H -4.59060 5.70517 -2.38914
H -2.14268 0.02160 -4.48907
H 2.63308 0.48118 0.08320
H -2.51062 0.26761 3.39788
C 0.48200 2.04585 7.96036
H 3.58815 -5.94080 3.81777
H 3.54832 1.62204 4.97270
Br 1.20720 -7.12133 5.54633
H -1.63592 -1.03201 1.21977
H -0.07427 2.97137 7.89682
Br 5.95784 6.40217 -9.92824
Br -5.38888 0.45373 -4.03030
H 3.54582 -2.21747 1.12558
H -1.34122 -2.74306 1.39096
Br -3.20562 4.48836 -4.03790
Br -10.86998 -5.41440 -8.62595
C 3.99583 -4.96089 4.08982
C 1.49197 2.75687 1.94958
Br -0.61943 -1.64768 -3.49232
Br 0.25358 4.84788 -3.20564
Br -8.51085 0.75576 -3.46774
H 0.21339 -1.74881 -0.24442
Br -11.14734 -2.40161 -7.60730
Br -0.79559 0.65262 8.37568
H -3.16431 -2.74017 2.91552
H 2.65669 3.91706 4.92337
H -9.21021 -3.58238 -8.58817
C 3.36531 -0.29551 3.18773
H -3.92428 -0.32071 2.47839
C -2.48015 -1.92018 3.13438
O -0.11321 -1.48594 2.48753
C 2.95791 1.95134 4.12067
Br 3.02819 3.34426 -3.75361
H 2.45782 5.11786 -2.12071
C 2.41369 -7.99513 6.76722
Br 5.58662 6.40691 -4.21252
Br -3.65796 -1.98190 0.85338
H -3.80830 -0.58813 4.22926
H 2.03211 -4.64895 2.15421
Br -5.36104 3.39910 -1.95305
Br -9.02446 -4.35410 -6.24938
H 3.48958 -4.50294 4.94918
Br 1.77612 2.26627 9.38071
H 1.33417 4.62672 2.96557
C 1.75695 0.54152 0.74826
C 2.00557 1.44173 1.94408
C 2.49629 -3.68324 2.40787
C -3.23790 -0.54733 3.28411
O -1.73964 -2.13860 4.32485
C 2.74863 1.08715 3.06955
Br -2.77712 4.92600 -0.90227
C 3.94489 -4.03188 2.85728
Br 3.73745 -6.78008 7.46946
C 1.72135 3.60582 3.00410
H 2.51541 -3.36407 0.28036
Br 3.22723 -9.55586 5.97592
C 2.45703 3.24014 4.09808
C -9.95607 -3.89397 -7.86955
C 1.91938 4.23698 -2.44423
H 0.87610 3.19442 1.12323
C -1.36199 -1.79560 1.96241
Al 1.06214 -1.35459 1.08569
H -5.49965 -1.24142 -0.63080
Br -1.86235 1.00699 -2.23768
Br -7.50067 -0.75789 -6.09190
H 0.96666 1.03276 0.16696
C 2.57266 -2.72834 1.18170
Br -4.15157 -2.54834 -2.24011
H 4.00273 -0.35207 4.08063
H 4.44597 -4.51409 2.00564
C -1.27602 0.12473 -3.85011
Br -6.32228 -3.51335 -0.08673
H 4.46682 -3.08975 3.07849
H -2.33956 -1.98895 5.07172
Br 3.68889 5.48070 -11.97257
H 2.55424 -1.01985 3.34744
C 4.76068 6.95117 -11.33378
H 1.82305 -8.33673 7.60584
Br 3.67054 8.44707 -10.79396
H -7.11752 -1.27509 -3.70494
H 3.95294 -0.49363 2.28841
H 5.36923 7.28438 -12.16320
C 5.96947 5.46872 -5.84865
C -4.05923 4.76534 -2.33002
Br 0.01688 1.18837 -4.81668
Br 4.43585 5.40561 -7.01227
C -7.12600 -0.33781 -4.24772
C -4.98292 -2.18800 -0.53421
H 6.20718 4.44787 -5.58089
Br 1.33915 1.77409 6.24242
Br 1.63307 3.12370 -0.89172
Br 7.52335 6.19482 -6.73776
```

For the total energy, the calculation gives -2138472.2197 eV. As for the LUMO energy: 0.03477 Ha. The frontier orbital gap comes out at 5.9 eV. As for the charge: -1. As for the HOMO energy: -5.0 eV.

Here are the Löwdin charges for atoms 1 to 2, given in e:
1. H 0.061
2. H 0.087

=====

Computed, not measured: C25H36CrN3OS as an isolated structure, with the ωB97M-V functional and the def2-TZVPD basis.

The geometry in XYZ format:
```
67
Properties=species:S:1:pos:R:3
H 4.05318 1.68147 -2.25697
C -0.95312 -1.45692 -2.79751
H -0.59712 -2.17111 -2.05911
C -0.99553 -3.22728 0.69424
N 1.99976 -1.50126 3.26112
H 3.64003 1.13352 -0.63206
C 3.24962 1.28617 -1.63474
H -3.47452 -5.46568 2.70135
H -3.14124 2.81812 0.39299
H 3.98457 -0.76774 4.53546
H -3.51852 0.35780 0.71321
H 0.99357 3.53922 -2.97881
H -0.79932 0.38792 -4.78901
S 2.48768 0.52777 1.59558
H 3.49410 3.80259 -0.95499
H 1.79631 -1.39264 -2.78830
C 2.08263 2.28640 -1.58303
N 3.67407 -0.05197 3.89456
H 1.85557 2.20132 -3.76011
C -1.77142 -4.17549 2.80388
C 1.27756 -0.73234 -3.48289
H -0.14110 1.71645 -3.82928
C -2.61296 2.83338 1.34485
C -2.91330 0.37099 1.61738
C -0.70061 0.79132 -3.78079
C 2.71274 -0.45701 2.98889
H 0.34225 -3.02169 3.86489
H 4.40172 0.51200 3.48206
H 0.42523 3.00005 0.62012
H 1.93670 0.07950 -3.76906
H -3.66145 -5.29504 0.23826
C 0.12830 0.41911 -1.46641
H 2.93862 0.32221 -2.01440
H -3.33707 3.01321 2.14036
C -1.99284 -3.98594 0.05080
H 2.74823 3.60109 -3.18094
H -2.42292 -0.59721 1.72221
H -3.57837 0.51322 2.46919
H -1.79161 1.70390 3.72245
H -1.76164 -0.42330 -0.65243
Cr 0.67325 -0.84637 0.69691
C -2.77433 -4.85671 2.14696
C 0.80407 1.62866 -1.07555
C 0.18624 -2.72639 2.82868
H 2.64800 3.02040 0.37754
C -0.90796 0.21989 -0.50598
H -0.97747 -1.93948 -3.77599
C -1.11323 1.53296 2.88581
H 1.81232 4.22647 -0.62210
H -1.90383 3.65717 1.32845
C -2.87725 -4.76553 0.76367
H -0.36436 2.32098 2.87234
C 1.90429 2.94125 -2.96624
N 1.02093 -1.82102 2.35753
H -0.59907 0.58050 3.03653
H -1.68781 -4.25778 3.88030
H 1.05461 -1.30405 -4.38576
H -1.69457 1.02264 -3.40412
C -0.86403 -3.35646 2.11581
H -1.97262 -1.17359 -2.55142
C -0.02514 -0.23081 -2.84789
O -0.23124 -2.44756 0.00994
C 2.53010 3.40858 -0.63017
H -2.06083 -3.91516 -1.02612
C 0.14382 2.12483 0.06408
C -1.87898 1.49907 1.55689
C -0.90260 1.28143 0.42690
```

The multiplicity is 5. For the total energy, the calculation gives -72287.0055 eV. The expectation value of S² is 6.030. As for the LUMO energy (alpha / beta): 0.10509 / 0.10477 Ha. The frontier orbital gap (alpha / beta) comes out at 6.2 / 6.8 eV. As for the charge: -1. As for the HOMO energy (alpha / beta): -3.3 / -4.0 eV.

Here are the Löwdin charges for atoms 1 to 2, given in e:
1. H 0.081
2. C -0.070

=====

The records above yield max |F| values of 0.9 4.3 2.3 eV Å⁻¹, respectively.